# C17H20NO5SSi2Tl

A structure of composition C17H20NO5SSi2Tl (ωB97M-V with the def2-TZVPD basis set, the OMol25 dataset).

Structure (ORCA input):
```
! RIJCOSX wB97M-V def2-TZVPD def2/J DEFGRID3
* xyz 2 1
C -1.819 -6.718 0.284
C -1.339 -5.609 0.334
Si -0.765 -3.921 0.499
N 0.798 -3.750 -0.323
C 1.648 -3.095 0.204
S 2.851 -2.394 0.982
O -1.901 -2.930 -0.112
Si -1.724 -1.251 -0.122
C -1.394 -0.543 1.601
C -2.033 0.852 1.776
C -1.029 1.812 2.413
C -1.604 3.222 2.547
O -2.030 3.765 1.290
C -1.072 3.989 0.390
O 0.104 4.071 0.614
C -0.425 -0.654 -1.415
C 0.441 0.457 -0.777
C 1.393 1.058 -1.769
C 1.064 2.249 -2.424
C 1.961 2.838 -3.299
C 3.204 2.269 -3.537
C 3.537 1.066 -2.911
C 2.640 0.479 -2.039
C -0.544 -3.686 2.385
O 0.388 -3.158 2.995
O -1.480 -4.073 3.139
H -2.425 -7.596 0.374
H -3.007 -0.696 -0.579
H -1.862 -1.246 2.303
H -0.329 -0.551 1.848
H -2.285 1.267 0.792
H -2.952 0.761 2.351
H -0.108 1.858 1.829
H -0.778 1.469 3.419
H -2.503 3.179 3.157
H -0.867 3.856 3.040
H -1.475 4.082 -0.627
H -0.998 -0.245 -2.251
H 0.170 -1.474 -1.821
H -0.201 1.255 -0.407
H 1.024 0.028 0.040
H 0.109 2.725 -2.248
H 1.697 3.771 -3.777
H 3.912 2.744 -4.200
H 4.497 0.600 -3.105
H 2.923 -0.465 -1.541
Tl 4.589 -1.665 -1.321
*
```

The LUMO energy is -12.522 eV. The molecular weight is 610.97 u.



# C21H24O5

A cluster of 2 separate species, C21H24O5 in total (ωB97M-V with the def2-TZVPD basis set, the OMol25 dataset).

Structure (ORCA input):
```
! RIJCOSX wB97M-V def2-TZVPD def2/J DEFGRID3
* xyz 0 1
C 0.260 2.483 -5.406
O -0.984 2.332 -4.762
C -1.034 1.329 -3.809
C -2.220 1.189 -3.063
C -2.333 0.263 -2.070
C -1.265 -0.610 -1.748
C -1.443 -1.516 -0.685
C -0.558 -2.462 -0.095
C -1.094 -3.390 0.822
C -0.313 -4.369 1.385
C 1.030 -4.459 1.068
C 1.597 -3.534 0.211
C 0.828 -2.542 -0.347
C -0.105 -0.517 -2.558
C 0.014 0.429 -3.534
H 0.179 3.301 -6.123
H 1.030 2.732 -4.674
H 0.521 1.571 -5.945
H -3.044 1.837 -3.301
H -3.251 0.178 -1.514
H -2.429 -1.508 -0.250
H -2.140 -3.326 1.074
H -0.750 -5.070 2.078
H 1.638 -5.239 1.497
H 2.650 -3.585 -0.017
H 1.319 -1.782 -0.918
H 0.678 -1.242 -2.465
H 0.918 0.469 -4.114
H 1.245 0.984 1.451
C 0.440 1.155 2.137
C -0.337 2.316 1.885
O -1.286 2.672 2.575
O 0.091 3.026 0.791
C -0.690 4.178 0.606
C -0.213 4.978 -0.588
C 0.325 0.208 3.188
O -0.556 0.230 4.041
O 1.317 -0.741 3.172
C 1.179 -1.621 4.259
C 2.289 -2.651 4.274
H -1.731 3.845 0.493
H -0.634 4.755 1.541
H -0.821 5.867 -0.765
H 0.821 5.295 -0.442
H -0.237 4.360 -1.488
H 1.174 -1.005 5.170
H 0.185 -2.082 4.172
H 2.187 -3.362 5.095
H 2.296 -3.207 3.336
H 3.259 -2.161 4.364
*
```

The LUMO energy is -2.981 eV. The molecular weight is 356.42 u.



# C4H11N3O2

A cluster of 2 separate species, C4H11N3O2 in total (ωB97M-V with the def2-TZVPD basis set, the OMol25 dataset).

Structure (ORCA input):
```
! RIJCOSX wB97M-V def2-TZVPD def2/J DEFGRID3
* xyz 0 1
C -0.025 -1.429 -2.591
C 0.977 -0.209 -2.502
O 2.161 -0.826 -2.659
O 0.748 0.965 -2.623
H -0.355 -1.514 -3.729
H -0.842 -1.101 -2.100
H 0.492 -2.295 -2.310
C -1.685 0.389 0.519
C 0.330 0.649 2.233
N 1.451 0.269 2.570
N -0.230 0.686 0.910
N -0.570 0.533 3.306
H 2.241 0.064 2.013
H 2.897 -0.243 -2.284
H -0.028 1.747 0.660
H -1.171 1.317 3.579
H -0.358 0.137 4.213
H -2.462 1.156 0.366
H -2.141 -0.492 0.968
H -1.429 0.195 -0.539
*
```

The LUMO energy is 0.626 eV. The molecular weight is 133.15 u.